98
Properties=species:S:1:pos:R:3:mulliken_charge:R:1 method="wB97M-V/def2-TZVPD" lumo_energy_ev=-5.41 e_tot_ev=-97928.8239 largest_force_ev_per_a=3.1 charge=+1 gap_ev=4.928 mol_weight_g_mol=905.8
C 0.51038 -9.41568 1.26778 -1.509
C 0.38238 -7.92340 1.25999 0.698
C -0.44684 -7.28189 2.17777 -0.787
C -0.58527 -5.89445 2.20299 1.512
C -1.51277 -5.36985 3.26774 -2.196
C 0.12651 -5.10761 1.27481 0.279
C 0.02606 -3.58073 1.26834 0.369
C 0.59583 -2.96509 2.55087 -1.531
C -1.40147 -3.05544 0.98781 -0.792
C -2.01084 -3.46201 -0.27761 0.604
C -3.36239 -3.34042 -0.64046 0.239
C -3.81573 -3.90775 -1.89464 0.874
C -2.88045 -4.69560 -2.76052 -1.772
C -5.12090 -3.72845 -2.32722 -0.910
C -6.06098 -3.02765 -1.56107 0.650
C -7.46171 -2.84389 -2.05135 -1.485
C -5.65367 -2.50938 -0.32821 -0.920
C -4.35739 -2.64179 0.14931 1.212
C -4.08121 -2.04307 1.49084 -1.474
C 0.96956 -5.74911 0.34781 0.992
C 1.76549 -4.96174 -0.66164 -1.517
C 1.08671 -7.13783 0.34538 -0.986
H 1.20168 -9.74054 0.48528 0.359
H 0.88573 -9.77951 2.23294 0.339
H -0.45883 -9.90139 1.09637 0.329
H -1.00264 -7.87497 2.91017 0.440
H -1.56261 -4.28482 3.36579 0.176
H -2.53803 -5.73940 3.10442 0.390
H -1.21134 -5.76046 4.25291 0.458
H 0.64170 -3.19548 0.44751 0.350
H 1.64453 -3.26298 2.66512 0.489
H 0.55744 -1.86815 2.51995 0.204
H 0.05916 -3.30394 3.44265 0.251
H -2.04842 -3.38271 1.80481 -0.376
H -1.37463 -1.95327 0.99583 0.580
H -1.36988 -4.04036 -0.94608 0.284
H -3.41560 -5.05779 -3.64697 0.393
H -2.03462 -4.09003 -3.11066 0.366
H -2.47587 -5.57299 -2.23790 0.387
H -5.42611 -4.14765 -3.29074 0.396
H -8.04470 -2.27289 -1.32296 0.364
H -7.48246 -2.30803 -3.00878 0.364
H -7.95823 -3.80895 -2.21298 0.357
H -6.38940 -1.97497 0.27985 0.307
H -4.95879 -1.47243 1.81794 0.453
H -3.92020 -2.80582 2.26671 0.316
H -3.23557 -1.34620 1.48346 0.221
H 2.35412 -5.65010 -1.27870 0.423
H 1.12467 -4.38481 -1.34519 0.266
H 2.47250 -4.26531 -0.18775 0.312
H 1.74763 -7.61195 -0.38292 0.272
F 0.93787 6.07331 -6.56340 -0.281
C 1.10451 5.87499 -5.24414 0.604
C 2.33773 6.13847 -4.64925 0.011
F 3.36700 6.60081 -5.38753 -0.278
C 2.48423 5.94602 -3.27721 0.731
F 3.69059 6.25592 -2.73683 -0.356
C 1.44637 5.51226 -2.44829 0.152
Si 1.62848 5.32101 -0.59704 -0.658
C 3.42355 4.95808 -0.19829 0.429
C 4.20907 5.67996 0.70527 0.494
F 3.69434 6.77880 1.31710 -0.281
C 5.52041 5.32872 1.01722 0.024
F 6.24065 6.08049 1.87278 -0.289
C 6.09218 4.20038 0.43153 0.660
F 7.35463 3.85014 0.72446 -0.289
C 5.34543 3.44270 -0.46864 0.159
F 5.86875 2.32940 -1.02402 -0.305
C 4.05129 3.85217 -0.77848 0.559
F 3.36114 3.11959 -1.70119 -0.458
C 1.02034 6.86808 0.26843 -0.240
C 1.17638 8.13975 -0.29604 0.279
F 1.76264 8.26096 -1.51584 -0.312
C 0.84601 9.32085 0.36567 0.014
F 1.08358 10.51754 -0.21009 -0.279
C 0.31425 9.25453 1.65372 0.663
F 0.01920 10.38126 2.32396 -0.281
C 0.11751 8.00862 2.24961 0.030
F -0.36111 7.92852 3.50773 -0.284
C 0.47771 6.85390 1.55675 0.529
F 0.37412 5.67160 2.22060 -0.296
O 0.74536 3.93328 -0.16385 -0.422
C 1.15122 2.87114 0.52187 0.764
C 1.74458 2.83285 1.75259 -0.607
C 2.24855 1.48828 2.08587 -0.934
C 1.52231 0.58539 1.05802 0.112
C 1.00776 1.49700 -0.06649 -0.766
C 0.22529 5.27268 -3.08259 0.251
F -0.84669 4.91350 -2.32903 -0.301
C 0.04422 5.42759 -4.45718 0.023
F -1.15579 5.18259 -5.01994 -0.289
H 1.98911 3.71487 2.33427 0.519
H 3.34190 1.41032 1.93946 0.211
H 2.04746 1.20617 3.12647 0.386
H 2.17146 -0.20761 0.67826 0.377
H 0.66304 0.11679 1.54955 -0.244
H -0.02665 1.29254 -0.37276 0.308
H 1.64552 1.41454 -0.96185 0.144